Entry 1:
Below is a structure of composition C36H37Br2IN6O4Ti in a non-equilibrium geometry, with properties calculated with the ωB97M-V functional and the def2-TZVPD basis.

Last column: Mulliken charge in e.
Cartesian coordinates (Å):
N (1.1011, 3.6688, 0.7543)  -0.072
O (3.0011, -6.5239, -0.3923)  -0.610
H (-3.0243, -2.4558, -4.9961)  0.373
O (1.2549, -0.1615, -1.9777)  0.709
C (-1.8588, -0.6847, -4.5998)  0.697
C (-0.4961, 1.6308, -5.3641)  -0.601
Br (0.0962, 2.5519, -2.7516)  -0.233
C (4.0646, 1.9570, 2.0189)  -0.735
C (-2.7478, -0.2486, 4.2862)  -1.016
H (-3.8344, -0.1890, 4.2420)  0.459
H (0.0062, 2.5413, -5.6506)  0.435
C (1.9649, 2.6525, 0.9715)  0.088
H (4.4559, -0.1303, 1.6249)  0.425
C (-1.7554, -0.3295, -5.9370)  -0.868
C (1.7922, -2.8233, -1.5341)  0.662
H (1.7000, 5.5795, 3.4543)  0.408
C (-2.1623, 1.1579, 4.3522)  -0.468
C (1.6534, 4.6361, 2.9137)  -0.338
H (3.6697, 4.0381, 3.4389)  0.426
C (2.3232, -0.5993, -2.5673)  0.103
H (-6.3155, 0.6693, -0.9624)  0.442
H (-2.9909, -2.6916, 0.3648)  0.428
C (-5.5923, -0.0718, -0.6564)  -0.647
H (-1.0127, 1.0819, -7.3712)  0.378
C (-1.2464, 0.1144, -3.5672)  0.846
N (2.9430, 2.8629, 1.9020)  0.266
C (-2.5827, -1.8624, -4.2084)  -1.479
H (-2.8000, -0.5867, 2.1542)  -0.026
C (3.9587, -2.5006, -2.5554)  -0.877
C (-1.3490, -0.1960, -2.2094)  0.075
C (2.1544, -4.0926, -1.1511)  -0.497
N (-0.8299, -0.6753, 2.8199)  0.182
N (-0.0057, -0.7221, 0.5103)  -0.051
H (-0.2043, 1.9412, 3.9175)  -0.302
H (0.9789, -0.1185, 3.6802)  0.067
C (-0.3599, -0.6629, 1.6265)  0.316
N (1.8058, 1.5529, 0.2813)  0.154
H (-2.4014, -2.0391, 3.1058)  0.217
C (-5.8822, -0.9576, 0.3638)  -0.748
H (-2.2254, -0.9597, -6.6803)  0.420
H (-1.5383, -2.0414, -1.1688)  -0.307
H (-0.1380, -0.9858, 4.7455)  0.336
C (-2.2520, -0.9553, 3.0272)  -0.091
C (-3.7205, -1.9453, 0.0821)  -0.786
C (2.6915, -2.0066, -2.2298)  0.211
C (4.3304, -3.7684, -2.1734)  -0.484
C (-4.3761, -0.1412, -1.3190)  0.271
H (1.1895, 5.7149, 1.1005)  0.397
O (4.9402, -6.2668, -1.3272)  -0.614
C (-2.7062, -2.2239, -2.9302)  -0.736
O (2.9907, 0.1016, -3.3113)  -0.734
H (3.5430, 4.8892, 1.8889)  0.259
H (4.4294, 1.9973, 3.0508)  0.445
C (-0.0700, -0.2171, 3.9687)  -0.561
N (3.8155, -5.8663, -1.0384)  0.995
H (-3.2401, -3.1174, -2.6364)  0.512
H (-0.3297, 1.2312, 5.5260)  0.550
H (1.1719, 3.8908, 3.5510)  -0.005
C (-3.4172, -1.0890, -0.9727)  0.254
C (-4.9320, -1.8890, 0.7459)  -0.561
C (3.0515, 4.1557, 2.5449)  -0.735
H (4.8854, 2.2658, 1.3553)  0.260
H (-5.1356, -2.5839, 1.5453)  0.459
C (-0.6319, 1.1138, 4.4842)  -0.043
H (0.3753, 3.4753, 0.0785)  -0.155
C (-1.0787, 0.8103, -6.3298)  -0.888
H (5.3063, -4.1606, -2.4085)  0.504
H (4.6322, -1.8660, -3.1114)  0.542
H (2.5411, -0.3916, 0.0577)  0.027
H (2.9052, 0.1951, 2.4228)  -0.106
C (3.4324, -4.5682, -1.4610)  -0.116
C (3.6079, 0.5518, 1.6652)  -0.387
H (-0.2028, 4.8839, 1.8239)  0.283
H (0.8003, -2.4460, -1.3062)  0.077
C (2.9150, 0.6052, 0.3093)  -0.485
H (-2.5872, 1.6951, 5.1987)  0.469
H (-6.8496, -0.9245, 0.8423)  0.406
C (0.8694, 4.8035, 1.6209)  -0.685
H (3.6471, 0.8990, -0.4584)  0.357
H (-2.4428, 1.6913, 3.4427)  0.020
H (1.4870, -4.7446, -0.6066)  0.521
C (-2.1712, -1.3893, -1.8013)  2.193
Ti (0.0843, 0.6152, -0.9477)  -1.227
C (-0.5850, 1.2824, -4.0424)  0.479
Br (-4.1225, 1.1114, -2.7272)  -0.037
H (-2.4779, -0.8117, 5.1814)  0.367
I (-1.8845, 2.0666, 0.3970)  -0.461

Its orbital gap (alpha / beta) is 4.83 / 4.83 eV. The energy above the lowest of the compared OMol25 structures with the same formula, charge and spin comes out at 1.3111 eV. For the maximum force, the calculation gives 4.11 eV Å⁻¹. Its net charge is 0.

---

Entry 2:
Below is a structure of composition C36H37BrEuN5O6 in a non-equilibrium geometry, with properties calculated with the ωB97M-V functional and the def2-TZVPD basis.

Last column: Mulliken charge in e.
Cartesian coordinates (Å):
C (4.5606, -2.0310, 0.8619)  -0.559
C (-1.5371, -3.9526, -3.1973)  -1.752
H (1.4815, -1.3519, -6.4943)  0.347
H (-3.6702, 2.8716, -0.3215)  0.461
C (3.5652, -2.4072, 0.0154)  -0.969
O (-0.7839, 2.6433, 1.2773)  -0.529
O (-2.0498, -0.3112, 2.0031)  -0.508
H (-2.5103, -4.3715, -3.4780)  0.436
H (-1.1126, 4.8773, 1.1743)  0.436
H (0.3103, -1.9482, -4.8417)  0.229
C (0.6572, 2.0283, 5.1612)  -0.259
C (-4.8909, 2.2035, 4.0603)  -0.483
H (1.5420, -2.6757, 0.3905)  0.161
C (-2.1320, -1.8844, -4.4584)  -1.990
C (-0.2198, -1.8898, -2.7926)  -0.739
H (-0.8027, -4.2457, -3.9499)  0.354
H (-2.0531, 2.8893, -1.0617)  0.306
H (4.9630, -0.8738, 2.6532)  0.447
H (-2.7106, -0.9625, -1.9440)  0.352
H (2.2947, -2.8732, -6.0688)  0.400
N (1.9600, -0.8436, 1.1692)  0.062
H (-6.1743, 3.5283, 2.8942)  0.406
C (-5.1865, 3.1106, 3.0195)  -0.621
C (-4.1916, 3.4328, 2.1558)  -0.403
C (1.6588, -1.5533, -1.2998)  0.186
C (2.9360, -1.1644, -4.8766)  2.058
H (-5.6762, 1.8452, 4.7124)  0.357
Br (0.8839, 1.5837, -1.2725)  -0.515
C (2.0374, -1.4890, -3.6860)  -0.477
C (-0.1544, 1.7197, 3.9562)  0.130
C (2.9109, -0.6611, 2.0600)  0.365
N (-1.3319, 2.1953, 3.8543)  0.158
C (-2.5636, 2.2645, 3.4029)  0.481
C (0.4153, 2.8099, 6.2717)  -0.315
C (0.2409, -1.5995, -1.4679)  1.391
C (2.5193, 2.0189, 7.1730)  -0.628
H (-3.9138, -0.4025, -0.2773)  0.459
H (-2.0071, -0.8015, -4.5098)  0.385
H (3.5681, -1.3264, -2.1814)  0.440
H (4.8537, -1.1110, -3.8335)  0.381
N (0.5328, 0.8814, 3.1237)  -0.122
C (2.5125, -1.4588, -2.3831)  -0.448
H (-2.4749, -2.4900, -1.0904)  0.387
Eu (-0.3208, 0.4735, 0.9062)  0.894
H (-4.3402, 4.1004, 1.3196)  0.452
H (3.3309, 0.8466, -4.1455)  0.365
H (3.1537, -1.6161, -6.9758)  0.469
H (-0.4845, 3.4075, 6.3469)  0.482
H (-4.5181, 1.0699, 0.4992)  0.385
C (1.3743, 2.8017, 7.2802)  -0.617
C (1.7360, 0.6100, 3.7159)  -0.400
O (-2.5571, 1.1178, -0.2351)  -0.119
O (-1.9513, 4.5517, 0.8294)  -0.628
H (-1.6070, -2.3420, -5.2983)  0.453
C (1.8091, 1.2660, 5.0435)  0.183
C (-3.6153, 1.7805, 4.2406)  -1.091
C (-3.6487, 0.4217, 0.3857)  -0.565
H (4.3896, -2.7196, -4.4232)  0.385
C (2.9534, 0.3651, -5.0484)  -1.664
O (-0.5159, -1.3974, -0.4377)  -0.893
C (2.2032, -1.8228, 0.1063)  0.367
C (0.6838, -1.7865, -3.8391)  -0.099
C (-1.9379, 3.1603, 1.0323)  0.503
H (-3.1942, -2.1166, -4.5719)  0.464
H (-3.3424, 1.0846, 5.0195)  0.432
C (-2.6365, 2.5360, -0.2121)  -1.082
H (1.9428, 0.7369, -5.2230)  0.336
C (2.4268, -1.7947, -6.1785)  -1.959
C (2.7549, 1.2362, 6.0464)  -0.006
H (-1.2367, -4.3845, -2.2408)  0.338
H (4.9711, -1.4812, -5.5492)  0.470
O (-4.2394, -0.5117, 2.4785)  -0.743
H (3.5865, 0.6443, -5.8990)  0.457
H (1.2293, 3.4122, 8.1630)  0.385
C (-1.6290, -2.4195, -3.1046)  2.508
C (4.2454, -1.1623, 1.9001)  -0.796
H (3.6386, 0.6188, 5.9548)  0.483
C (-3.2994, -0.1990, 1.7622)  0.671
H (3.2403, 2.0212, 7.9815)  0.366
C (4.3730, -1.6512, -4.6492)  -1.859
N (-2.9254, 2.9579, 2.2859)  0.601
H (5.5624, -2.4296, 0.7557)  0.405
N (2.7641, -0.0151, 3.2725)  -0.459
H (3.7261, -3.1583, -0.7445)  0.554
C (-2.6837, -2.0462, -2.0594)  -2.185
H (-3.6689, -2.3904, -2.3939)  0.505

Its orbital gap (alpha / beta) is 4.05 / 4.85 eV. The energy above the lowest of the compared OMol25 structures with the same formula, charge and spin comes out at 6.1250 eV. Its expectation value of S² is 15.8756. For the maximum force, the calculation gives 5.27 eV Å⁻¹. Its net charge is -1. Its spin multiplicity is 8.

---

Entry 3:
Below is a structure of composition C36H37CuF3P2 in a non-equilibrium geometry, with properties calculated with the ωB97M-V functional and the def2-TZVPD basis.

Last column: Mulliken charge in e.
Cartesian coordinates (Å):
C (1.7596, 2.3219, -3.4239)  -1.096
H (4.2461, 2.3628, 0.6214)  0.464
C (3.1223, 4.1054, 1.3108)  -0.658
C (-0.9894, 1.2831, -3.8248)  -1.425
H (4.3087, -4.0279, 1.1344)  0.393
H (-4.2133, -6.5204, -0.2119)  0.361
C (1.0466, -0.0989, -3.2655)  -0.647
H (-3.3879, 2.5211, 5.1267)  0.395
C (-0.9583, -0.9883, -0.3925)  -1.223
F (1.2982, -0.7741, 4.1224)  -0.294
H (-0.7749, -1.2389, 2.6090)  0.143
C (3.8361, -3.5720, -0.9187)  -0.511
H (0.7873, -2.5378, -2.0436)  0.897
H (-0.9551, -0.7703, -3.1317)  0.919
C (2.2646, -3.3462, 0.9191)  -0.232
H (-1.3351, -1.2531, -1.3940)  0.651
H (4.0002, 4.7447, 1.3869)  0.382
C (2.1226, 2.0079, 0.6921)  0.650
H (2.0333, -3.4355, 1.9813)  0.327
H (-1.9765, 0.8416, -0.6315)  0.426
C (1.1849, 2.5075, -2.0566)  -0.079
H (-4.5737, 4.1413, 1.2939)  0.413
C (0.8157, 2.5039, 1.0587)  0.897
H (-0.5025, 2.9989, -0.8699)  0.942
Cu (1.6029, 0.2536, 1.3620)  -1.267
H (-1.4263, 1.3981, 4.0356)  0.466
H (-0.4761, 1.6723, -4.7109)  0.275
H (1.7712, 5.6459, 1.9596)  0.379
C (3.5382, -3.6786, 0.4450)  -0.778
P (-0.3876, -2.4053, 0.5408)  2.019
C (1.8566, 4.6131, 1.6255)  -0.725
C (1.2651, -2.9174, 0.0208)  0.319
F (3.3320, -0.3831, 3.4268)  -0.315
H (-2.6584, 2.9548, 0.2058)  0.161
H (1.4417, -1.1016, -3.1230)  0.213
C (2.0356, 0.0629, 3.3238)  0.822
H (-4.9408, 3.8813, 3.7445)  0.354
C (-1.2125, 0.3129, -0.0344)  -0.336
H (1.9430, 2.7765, -1.3151)  0.631
H (4.8349, -3.8119, -1.2770)  0.399
H (-1.2208, -2.9590, 2.7324)  0.532
H (-4.8922, -4.2934, 0.7372)  0.385
H (3.0473, 0.5924, -3.3679)  0.305
C (1.5694, -2.8422, -1.3475)  -0.929
H (1.0990, 2.7708, -4.1750)  0.328
C (-2.1542, -5.9339, -0.5659)  -0.720
C (-2.1336, 1.9926, 3.4569)  -0.360
C (-1.1972, -4.9218, -0.4216)  -0.284
P (-0.5521, 1.2838, 1.3102)  1.286
C (2.0662, 0.8645, -3.7774)  -1.035
C (-0.2758, 0.0781, -3.2849)  0.408
H (-1.8731, -6.8991, -1.0072)  0.381
H (3.0995, -3.0721, -2.8792)  0.428
H (2.1804, 0.7922, -4.8729)  0.372
C (-3.4746, -5.7184, -0.1330)  -0.450
C (0.7101, 3.8215, 1.5311)  -0.903
H (2.7025, 2.8747, -3.4852)  0.485
H (-0.2661, 4.2219, 1.8023)  0.425
C (-3.8942, 3.5301, 1.8900)  -0.727
C (-0.4777, -2.2575, 2.3365)  -1.026
F (1.9489, 1.2877, 3.9596)  -0.237
C (-2.9098, -3.4625, 0.5311)  -0.416
H (-2.1815, 2.2649, -2.3360)  0.156
H (0.4863, -2.4783, 2.7928)  0.413
C (-3.2197, 2.6250, 4.0526)  -0.617
H (-1.9794, 0.9587, -4.1714)  0.518
C (-4.0930, 3.3896, 3.2693)  -0.493
C (-3.8629, -4.4740, 0.4064)  -0.683
C (3.2785, 2.7954, 0.8917)  -0.034
C (-1.9304, 2.1266, 2.0660)  -0.127
C (-2.8206, 2.8802, 1.2813)  0.129
H (2.2909, 1.1466, -0.0253)  -0.996
H (-0.1609, -5.0913, -0.7432)  0.367
H (-3.1871, -2.4744, 0.9341)  0.353
C (-0.1283, 2.5915, -1.8119)  -0.467
H (-1.3353, 3.3604, -3.4106)  0.495
C (-1.2149, 2.4291, -2.8320)  -1.205
C (2.8512, -3.1468, -1.8167)  -0.774
C (-1.5738, -3.7042, 0.1614)  0.004

Its orbital gap (alpha / beta) is 5.36 / 7.15 eV. The energy above the lowest of the compared OMol25 structures with the same formula, charge and spin comes out at 1.6796 eV. Its expectation value of S² is 0.7543. For the maximum force, the calculation gives 3.19 eV Å⁻¹. Its net charge is 0. Its spin multiplicity is 2.

---

Entry 4:
Below is a structure of composition C36H37NP2SSn in a non-equilibrium geometry, with properties calculated with the ωB97M-V functional and the def2-TZVPD basis.

Last column: Mulliken charge in e.
Cartesian coordinates (Å):
C (-1.2000, -1.0945, -3.1753)  -1.131
H (-6.2652, 1.0427, 0.1417)  0.434
C (3.3015, -2.3180, 2.0116)  -0.552
C (3.6686, 1.8010, -1.0382)  -0.432
H (1.3660, 2.2789, -1.9707)  0.247
H (-3.0232, -1.9019, 3.3242)  0.107
H (4.0692, -4.1481, 2.8836)  0.403
H (-5.5162, 3.4312, -0.0816)  0.442
C (2.9760, 2.7116, 1.0849)  -0.242
H (2.2656, -2.6075, 2.1518)  0.400
C (-3.4357, 2.9209, 0.2661)  -0.796
C (-1.4585, 1.7902, -3.7637)  -1.190
N (-1.2637, 0.1648, 3.0849)  -0.646
C (3.6163, -1.0870, 1.3839)  0.535
S (-1.5394, -0.8545, 5.6700)  -0.269
H (-0.0576, 3.4177, -3.4939)  0.366
C (1.1223, -1.1026, -0.2882)  -0.872
C (-0.0303, 2.3396, -3.6854)  -1.250
C (3.6201, 4.2147, -0.6822)  -0.423
H (-3.8616, -5.1576, -0.3339)  0.447
H (-1.0668, -2.0546, -2.6559)  0.093
C (0.8149, 1.6344, -2.6637)  -0.019
H (6.4592, -3.5524, 2.4936)  0.402
C (-4.7989, 2.6236, 0.1074)  -0.491
H (0.0196, -0.1692, -4.6873)  0.436
H (-1.7936, -1.3570, -4.0767)  0.594
C (0.1754, -0.5938, -3.6827)  -1.868
C (-5.1972, 1.2719, 0.2316)  -0.856
C (-1.3507, -0.2736, 4.2074)  0.374
H (-2.3915, -3.2340, -0.7595)  0.198
H (-2.1291, 2.6316, -4.0184)  0.505
P (2.3122, -0.0671, 0.6647)  0.962
P (-1.6412, -0.8439, 0.9005)  1.360
C (3.0911, 1.5707, 0.2511)  0.481
H (4.0068, 3.2812, -2.5836)  0.429
H (-4.6329, -0.7550, 0.5953)  0.490
C (4.3235, -3.1859, 2.4319)  -0.655
H (1.1870, 0.0268, 3.4134)  0.495
H (3.0292, 4.8552, 1.3359)  0.453
C (3.2165, 4.0082, 0.6465)  -0.788
H (-1.5093, 1.1130, -4.6355)  0.376
C (-1.9896, -0.1626, -2.3092)  -0.355
H (0.3952, 2.2075, -4.6995)  0.320
H (-4.3784, -3.9020, 3.7728)  0.434
C (-3.6645, -4.4510, 0.4717)  -0.834
H (-3.0750, 3.9702, 0.2726)  0.434
H (0.8027, 1.7238, 3.6386)  0.506
C (3.8092, 3.1179, -1.5222)  -0.725
C (-3.9767, -3.7415, 2.7661)  -0.823
C (5.6671, -2.8405, 2.2452)  -0.481
C (-1.9840, 1.1680, -2.4993)  -0.142
H (2.4219, 1.2534, 3.2037)  0.759
H (7.0250, -1.2890, 1.6308)  0.423
C (4.9782, -0.7170, 1.3044)  -0.465
H (3.7461, 5.2444, -1.0452)  0.404
C (1.3921, 1.0240, 3.0345)  -1.795
H (-2.5456, 1.8602, -1.8628)  0.491
Sn (0.0980, 1.3483, 1.1489)  0.748
H (1.6683, -1.7024, -1.0420)  0.840
C (-2.6104, -2.3667, 1.2512)  0.402
C (5.9849, -1.5868, 1.7289)  -0.693
H (3.8895, 0.9700, -1.6894)  0.591
C (-2.8472, -3.3298, 0.2314)  -0.155
H (-0.5717, -2.1553, -0.8363)  0.682
H (2.5949, 2.6438, 2.1056)  0.287
H (5.2477, 0.2419, 0.8843)  0.352
C (-2.8840, 0.5166, 0.5394)  1.125
C (-2.5017, 1.8718, 0.3745)  -0.793
H (0.7845, -1.4899, -3.8652)  0.511
H (-4.7652, -5.5864, 1.9572)  0.398
H (1.9288, -0.1656, -2.4249)  0.998
H (-1.4790, 2.2489, 0.1025)  0.259
H (-2.7328, -0.6420, -1.6548)  1.350
C (-4.2716, 0.2510, 0.4756)  -0.435
C (-3.1953, -2.6024, 2.5185)  -0.023
C (-4.1942, -4.6726, 1.7472)  -0.446
C (-0.2521, -1.3455, -0.1641)  -0.749
C (1.0067, 0.3154, -2.7967)  0.050

Its orbital gap (alpha / beta) is 5.53 / 4.97 eV. The energy above the lowest of the compared OMol25 structures with the same formula, charge and spin comes out at 5.3238 eV. For the maximum force, the calculation gives 2.63 eV Å⁻¹. Its net charge is +2.